(1)
{
  "formula": "C19H27F3O4PS",
  "method": "ωB97M-V/def2-TZVPD",
  "e_lumo_ev": -3.833,
  "homo_energy_ha": -0.4038,
  "charge": 1,
  "symbols": ["C", "C", "C", "C", "O", "P", "O", "C", "C", "C", "S", "O", "O", "F", "H", "H", "H", "H", "H", "H", "H", "H", "H", "H", "H", "H", "H", "H", "H", "H", "H", "F", "C", "C", "C", "C", "C", "C", "H", "H", "H", "H", "H", "F", "C", "C", "C", "C", "C", "C", "H", "H", "H", "H", "H"],
  "positions_angstrom": [[4.097, 1.167, 0.295], [3.190, 1.962, -0.657], [3.442, 1.559, -2.119], [2.143, 1.518, -2.914], [1.521, 0.184, -2.691], [0.043, 0.097, -2.277], [-0.431, 1.095, -1.201], [-1.233, 2.274, -1.646], [-2.707, 2.060, -1.443], [-3.177, 2.319, -0.010], [-0.160, -1.887, -1.444], [-1.485, -2.307, -1.700], [0.939, -2.590, -2.003], [0.101, -1.651, 0.048], [4.020, 0.118, 0.020], [3.799, 1.279, 1.332], [5.120, 1.499, 0.140], [3.349, 3.031, -0.540], [2.161, 1.743, -0.365], [3.854, 0.555, -2.154], [4.091, 2.271, -2.621], [1.500, 2.328, -2.576], [2.300, 1.641, -3.979], [-0.841, 0.116, -3.362], [-0.881, 3.106, -1.045], [-0.997, 2.515, -2.684], [-3.197, 2.804, -2.073], [-3.050, 1.089, -1.799], [-2.698, 3.210, 0.392], [-4.242, 2.513, -0.021], [-2.934, 1.479, 0.635], [6.171, -1.013, 4.256], [6.036, -2.014, 3.367], [7.126, -2.389, 2.606], [6.983, -3.423, 1.692], [5.759, -4.061, 1.543], [4.675, -3.666, 2.315], [4.812, -2.639, 3.237], [8.070, -1.876, 2.733], [7.831, -3.732, 1.097], [5.652, -4.866, 0.829], [3.719, -4.160, 2.201], [3.980, -2.323, 3.854], [-6.301, 1.598, -0.924], [-6.840, 0.754, -0.009], [-7.816, 1.229, 0.841], [-8.365, 0.362, 1.774], [-7.929, -0.954, 1.847], [-6.943, -1.407, 0.982], [-6.392, -0.549, 0.041], [-8.137, 2.260, 0.771], [-9.136, 0.715, 2.444], [-8.359, -1.626, 2.577], [-6.601, -2.432, 1.039], [-5.629, -0.885, -0.650]],
  "forces_ev_per_angstrom": [[-0.2, 0.4, -0.7], [0.3, -0.5, 0.3], [-1.0, 0.0, 0.1], [1.1, 0.6, -0.1], [-0.5, 0.5, 0.0], [-0.1, -0.4, 0.7], [-0.1, 0.1, -0.4], [-0.3, 0.4, 0.0], [-0.3, 0.5, 0.3], [0.3, -0.1, -0.2], [0.7, -1.0, -1.8], [-0.3, 0.5, 0.7], [0.0, 0.2, 0.5], [-0.2, 0.2, 0.3], [0.1, -0.2, 0.2], [0.1, 0.1, 0.1], [0.2, -0.2, 0.3], [-0.1, 0.1, 0.1], [-0.2, 0.1, -0.2], [0.4, 0.0, -0.2], [0.3, -0.1, 0.0], [-0.4, -0.2, 0.1], [-0.1, -0.4, -0.2], [0.1, 0.0, 0.0], [0.2, -0.1, 0.2], [0.2, -0.3, -0.1], [0.0, 0.0, -0.2], [0.1, -0.1, -0.1], [0.1, 0.1, 0.0], [-0.2, -0.2, 0.2], [-0.2, 0.0, 0.2], [0.0, 0.0, 0.0], [0.0, -0.2, -0.2], [0.2, 0.1, 0.0], [-0.1, 0.0, 0.0], [0.0, 0.0, -0.1], [0.1, 0.0, 0.0], [-0.2, 0.1, 0.1], [0.0, 0.0, 0.0], [0.0, 0.0, 0.0], [0.0, 0.0, 0.0], [0.0, 0.0, 0.0], [0.0, 0.0, 0.0], [0.0, 0.0, 0.0], [-0.1, -0.1, 0.1], [-0.1, 0.2, 0.0], [0.1, -0.1, 0.0], [0.0, 0.0, 0.0], [0.0, 0.1, 0.0], [0.2, 0.0, -0.1], [0.0, 0.0, 0.0], [0.0, 0.0, 0.0], [0.0, 0.0, 0.0], [0.0, 0.0, 0.0], [0.0, 0.0, 0.0]]
}

(2)
{
  "formula": "C4H5AlO",
  "method": "ωB97M-V/def2-TZVPD",
  "relative_energy_kj_mol": 0.0,
  "e_lumo_ev": [-12.476, -12.450],
  "homo_energy_ha": [-0.7141, -0.7297],
  "charge": 2,
  "symbols": ["H", "C", "C", "C", "C", "O", "Al", "H", "H", "H", "H"],
  "positions_angstrom": [[1.333, 2.143, 0.319], [-0.878, -1.537, -1.085], [-0.013, -0.939, -0.249], [0.560, 0.386, -0.436], [0.588, 1.343, 0.525], [0.247, 1.168, 1.784], [-0.522, 1.807, 2.804], [-1.206, -1.049, -2.007], [0.279, -1.466, 0.666], [-1.263, -2.537, -0.881], [0.876, 0.682, -1.440]],
  "forces_ev_per_angstrom": [[-1.2, 0.2, 0.3], [-0.8, -0.9, -2.0], [1.9, 1.6, 1.7], [-1.8, -1.9, -0.9], [4.0, 0.0, -1.2], [6.4, -5.7, -9.6], [-7.8, 6.2, 11.2], [0.0, -0.2, 0.2], [-0.4, 0.3, 0.0], [0.0, 0.3, 0.1], [-0.3, 0.1, 0.2]]
}

(3)
{
  "formula": "C5H8O",
  "method": "ωB97M-V/def2-TZVPD",
  "relative_energy_kj_mol": 473.0,
  "e_lumo_ev": 0.672,
  "homo_energy_ha": -0.3144,
  "charge": 0,
  "symbols": ["C", "C", "C", "O", "C", "C", "H", "H", "H", "H", "H", "H", "H", "H"],
  "positions_angstrom": [[-0.930, 1.136, -0.438], [0.015, 0.096, -0.184], [0.327, -0.930, -1.241], [-1.290, -0.896, 0.799], [1.023, 0.299, 0.832], [1.884, 0.484, 1.655], [-0.790, 2.080, 0.082], [-1.322, 1.200, -1.450], [-1.647, 0.203, 0.343], [0.735, -1.844, -0.808], [1.063, -0.501, -1.931], [-0.581, -1.169, -1.799], [-1.131, -0.814, 1.755], [2.645, 0.653, 2.385]],
  "forces_ev_per_angstrom": [[0.3, 0.2, -0.2], [0.0, 0.2, -0.2], [0.0, 0.0, 0.0], [-0.2, 0.0, 0.3], [0.4, 0.1, 0.3], [-0.3, -0.1, -0.3], [0.0, -0.1, 0.0], [0.0, 0.0, 0.1], [0.1, -0.3, 0.1], [-0.1, 0.1, 0.0], [-0.1, 0.0, 0.1], [0.1, 0.1, 0.1], [-0.1, -0.1, -0.2], [-0.1, 0.0, -0.1]]
}

(4)
{
  "formula": "C21H53N2O17P4",
  "method": "ωB97M-V/def2-TZVPD",
  "e_lumo_ev": -4.487,
  "homo_energy_ha": -0.3990,
  "charge": 1,
  "symbols": ["C", "C", "N", "C", "C", "C", "O", "C", "C", "N", "C", "C", "H", "H", "H", "H", "H", "H", "H", "H", "H", "H", "H", "H", "H", "H", "H", "H", "H", "C", "O", "P", "O", "O", "C", "O", "C", "H", "H", "H", "H", "H", "H", "H", "H", "H", "C", "O", "P", "O", "O", "C", "O", "C", "H", "H", "H", "H", "H", "H", "H", "H", "H", "C", "O", "P", "O", "O", "C", "O", "C", "H", "H", "H", "H", "H", "H", "H", "H", "H", "C", "O", "P", "O", "O", "C", "O", "C", "H", "H", "H", "H", "H", "H", "H", "H", "H"],
  "positions_angstrom": [[-5.023, -2.292, 2.721], [-3.737, -2.048, 2.151], [-2.322, -1.645, 1.678], [-2.299, -0.134, 1.736], [-0.847, 0.543, 2.057], [-1.013, 2.200, 1.966], [0.152, 2.850, 2.644], [-2.247, -2.190, 0.236], [-0.728, -2.555, -0.252], [-0.077, -3.542, 0.733], [0.096, -2.715, 1.998], [-1.375, -2.342, 2.634], [-5.835, -2.823, 3.412], [-3.054, 0.281, 2.559], [-2.681, 0.310, 0.708], [-0.001, 0.277, 1.277], [-0.504, 0.286, 3.170], [-2.047, 2.533, 2.417], [-1.027, 2.498, 0.811], [0.973, 2.264, 2.544], [-2.847, -3.213, 0.273], [-2.751, -1.481, -0.546], [-0.743, -3.124, -1.288], [-0.040, -1.608, -0.350], [-0.752, -4.321, 0.971], [0.728, -1.737, 1.733], [0.669, -3.345, 2.823], [-1.888, -3.391, 2.886], [-1.303, -1.791, 3.687], [4.259, 6.349, 1.966], [3.368, 7.449, 2.012], [1.812, 7.122, 1.330], [2.407, 7.166, -0.083], [1.296, 8.625, 1.762], [2.037, 9.755, 1.337], [0.257, 6.794, 0.648], [-0.665, 6.268, 1.583], [5.076, 6.532, 2.668], [3.742, 5.429, 2.254], [4.674, 6.246, 0.961], [2.622, 9.558, 0.436], [2.706, 10.068, 2.143], [1.339, 10.569, 1.126], [-0.808, 6.967, 2.410], [-0.296, 5.314, 1.964], [-1.622, 6.104, 1.081], [3.388, -0.904, -4.462], [3.347, -2.026, -3.598], [2.741, -3.464, -4.344], [1.317, -2.899, -4.308], [3.036, -4.315, -2.964], [2.482, -3.857, -1.743], [2.135, -4.903, -5.089], [3.140, -5.675, -5.715], [4.048, -0.151, -4.025], [3.779, -1.193, -5.442], [2.388, -0.479, -4.569], [1.590, -3.244, -1.890], [3.236, -3.277, -1.203], [2.210, -4.725, -1.137], [3.898, -5.976, -4.988], [3.604, -5.094, -6.515], [2.682, -6.569, -6.146], [-10.928, -6.310, 6.078], [-10.054, -5.594, 6.932], [-9.403, -4.156, 6.224], [-8.475, -4.996, 5.338], [-8.641, -3.792, 7.639], [-7.780, -4.754, 8.221], [-8.753, -2.719, 5.515], [-9.561, -1.578, 5.720], [-11.516, -7.005, 6.684], [-11.608, -5.623, 5.566], [-10.352, -6.881, 5.346], [-7.378, -5.457, 7.488], [-8.326, -5.305, 8.992], [-6.943, -4.230, 8.693], [-9.690, -1.389, 6.789], [-10.536, -1.730, 5.251], [-9.077, -0.714, 5.259], [7.694, 0.883, -9.078], [7.439, 2.083, -8.371], [7.019, 1.844, -6.710], [5.632, 1.338, -7.119], [6.969, 3.475, -6.478], [6.142, 4.262, -7.316], [6.600, 1.605, -5.049], [7.720, 1.572, -4.187], [8.235, 1.126, -9.996], [8.305, 0.207, -8.473], [6.751, 0.398, -9.342], [5.316, 3.692, -7.747], [6.749, 4.686, -8.121], [5.727, 5.081, -6.724], [8.279, 2.508, -4.254], [8.366, 0.734, -4.458], [7.372, 1.434, -3.161]],
  "forces_ev_per_angstrom": [[10.1, 1.1, -3.4], [-9.1, -1.8, 4.7], [-3.6, -0.3, 0.4], [0.3, 3.7, 0.0], [0.0, 0.9, 0.3], [0.4, -0.9, -0.9], [-0.7, -2.0, -1.0], [0.5, -1.9, -2.2], [0.0, -0.9, -0.2], [-1.1, 2.2, 1.0], [0.2, 0.1, 0.5], [1.3, -2.3, 2.2], [1.9, 1.4, -2.0], [1.7, -1.4, -1.7], [0.7, -1.2, 2.1], [-1.8, 0.3, 1.6], [-0.7, 0.5, -2.5], [2.4, -0.4, -0.5], [0.1, -0.6, 2.5], [-1.9, 1.1, 0.0], [1.3, 2.2, -0.1], [0.8, -1.1, 2.0], [-0.4, 1.5, 2.0], [-1.4, -1.9, 0.2], [1.0, 1.1, -0.6], [-1.4, -2.3, 0.7], [-1.3, 1.4, -1.7], [1.1, 2.3, -0.7], [-0.3, -0.8, -2.6], [0.7, -0.3, -0.1], [-2.2, -1.9, 2.3], [2.1, 7.0, -7.3], [-0.3, -1.5, 1.0], [-0.6, -1.6, 0.6], [0.7, 0.7, 0.3], [0.9, -1.7, 2.8], [-0.7, -0.2, 0.3], [-0.2, 0.0, 0.0], [0.3, 0.0, 0.0], [-0.1, -0.1, 0.0], [-0.1, -0.2, 0.1], [0.0, 0.0, -0.2], [-0.1, -0.3, 0.1], [-0.2, 0.0, 0.1], [-0.3, -0.1, 0.1], [0.1, 0.1, 0.0], [0.0, 0.9, -0.3], [2.4, -2.0, -2.0], [-8.1, 0.5, 6.3], [1.1, 0.0, -1.2], [0.6, -0.2, -1.2], [0.3, 0.3, 0.6], [2.9, 1.5, -1.0], [0.4, -0.8, -0.4], [0.0, -0.2, -0.1], [0.0, 0.4, 0.1], [0.1, -0.1, -0.1], [0.1, 0.0, -0.3], [-0.2, 0.0, 0.0], [0.1, 0.0, -0.2], [0.1, -0.1, -0.1], [0.1, -0.3, -0.1], [0.0, 0.2, 0.1], [-0.4, -0.7, -0.3], [-2.3, 3.0, 0.0], [9.3, -4.5, 0.7], [-1.5, 0.8, -0.5], [-1.2, 0.9, -0.8], [0.0, -0.7, 0.7], [-3.2, -0.2, 0.5], [-0.2, 0.9, 0.1], [0.1, 0.2, 0.0], [-0.1, -0.3, 0.0], [0.0, 0.2, 0.0], [-0.2, 0.1, -0.1], [0.2, 0.0, -0.1], [-0.2, 0.1, -0.1], [0.0, 0.2, 0.0], [-0.1, 0.3, 0.0], [0.0, -0.1, 0.1], [0.0, -0.5, -0.6], [2.9, -0.7, 2.3], [-9.3, 4.0, -2.2], [1.4, -1.1, 0.5], [1.1, -1.2, 0.8], [0.0, 0.6, -0.8], [3.1, -0.9, -1.0], [0.4, 0.1, 0.7], [0.0, 0.0, 0.2], [0.0, -0.1, -0.3], [0.1, 0.0, 0.1], [0.2, -0.2, 0.1], [-0.2, 0.0, 0.0], [0.2, -0.2, 0.1], [0.1, 0.0, 0.2], [0.2, 0.0, 0.3], [0.0, 0.0, -0.2]]
}

(5)
{
  "formula": "C40H31MnN4O2P2STe",
  "method": "ωB97M-V/def2-TZVPD",
  "relative_energy_kj_mol": 4.6,
  "e_lumo_ev": [-3.711, -3.723],
  "homo_energy_ha": [-0.3382, -0.3430],
  "charge": 1,
  "multiplicity": 6,
  "symbols": ["Mn", "N", "P", "C", "C", "C", "C", "C", "C", "C", "C", "C", "C", "C", "C", "P", "C", "C", "C", "C", "C", "C", "C", "C", "C", "C", "C", "C", "H", "H", "H", "H", "H", "H", "H", "H", "H", "H", "H", "H", "H", "H", "H", "H", "H", "H", "H", "H", "H", "O", "N", "O", "C", "C", "C", "C", "C", "C", "N", "C", "C", "N", "C", "C", "C", "C", "H", "H", "H", "H", "H", "H", "H", "Te", "C", "C", "C", "C", "S", "H", "H", "H"],
  "positions_angstrom": [[-0.486, -0.488, 0.736], [1.794, 1.238, -0.229], [0.255, 1.935, 0.121], [-0.150, 2.829, -1.407], [-1.107, 2.281, -2.252], [-1.380, 2.853, -3.486], [-0.689, 3.987, -3.880], [0.270, 4.545, -3.043], [0.537, 3.972, -1.813], [0.670, 3.243, 1.295], [1.722, 3.057, 2.189], [2.055, 4.063, 3.083], [1.334, 5.248, 3.095], [0.265, 5.421, 2.228], [-0.071, 4.420, 1.333], [1.681, -0.409, -0.616], [1.702, -0.543, -2.419], [2.837, -0.242, -3.170], [2.782, -0.275, -4.552], [1.599, -0.624, -5.193], [0.471, -0.941, -4.454], [0.526, -0.900, -3.069], [3.251, -1.135, -0.095], [3.525, -2.451, -0.468], [4.675, -3.077, -0.022], [5.560, -2.392, 0.804], [5.291, -1.086, 1.178], [4.136, -0.457, 0.736], [2.453, 1.818, -0.748], [-1.642, 1.387, -1.948], [-2.127, 2.417, -4.134], [-0.898, 4.441, -4.838], [0.804, 5.432, -3.349], [1.279, 4.422, -1.161], [2.276, 2.127, 2.190], [2.874, 3.917, 3.771], [1.598, 6.033, 3.789], [-0.311, 6.335, 2.249], [-0.907, 4.565, 0.659], [3.767, 0.013, -2.677], [3.662, -0.038, -5.133], [1.563, -0.656, -6.273], [-0.445, -1.221, -4.954], [-0.359, -1.150, -2.488], [2.846, -2.984, -1.125], [4.887, -4.092, -0.322], [6.459, -2.880, 1.153], [5.981, -0.552, 1.817], [3.920, 0.558, 1.043], [-5.727, -5.385, -0.317], [-4.807, -5.799, 0.357], [-4.747, -6.888, 0.869], [-3.631, -4.892, 0.580], [-2.628, -5.438, 1.298], [-1.441, -4.685, 1.583], [-0.370, -5.222, 2.323], [0.738, -4.448, 2.552], [0.762, -3.148, 2.027], [-0.238, -2.629, 1.334], [-1.341, -3.377, 1.116], [-2.443, -2.782, 0.378], [-2.310, -1.481, 0.012], [-3.290, -0.893, -0.653], [-4.454, -1.566, -1.023], [-4.608, -2.879, -0.662], [-3.595, -3.528, 0.079], [-2.725, -6.452, 1.664], [-0.432, -6.233, 2.700], [1.577, -4.812, 3.122], [1.625, -2.508, 2.177], [-3.157, 0.156, -0.890], [-5.223, -1.049, -1.576], [-5.499, -3.414, -0.936], [-0.814, -0.018, 3.339], [-1.794, 1.827, 3.274], [-2.775, 2.220, 2.404], [-3.260, 3.531, 2.669], [-2.639, 4.104, 3.738], [-1.466, 3.058, 4.413], [-3.162, 1.579, 1.624], [-4.042, 4.012, 2.105], [-2.818, 5.074, 4.165]],
  "forces_ev_per_angstrom": [[-0.4, -0.1, 0.3], [0.0, 0.2, -0.3], [0.2, 0.2, -0.1], [-0.1, -0.1, 0.0], [0.0, -0.1, 0.0], [0.0, 0.0, 0.0], [0.0, 0.0, 0.0], [-0.1, 0.0, 0.0], [0.1, 0.1, 0.1], [0.0, -0.1, 0.0], [0.0, 0.0, 0.0], [0.0, 0.0, 0.0], [0.0, 0.0, 0.0], [0.0, 0.0, 0.0], [0.0, 0.0, 0.0], [0.2, 0.2, 0.0], [0.0, -0.1, 0.0], [0.0, 0.0, 0.0], [0.0, 0.0, -0.1], [0.0, 0.0, 0.0], [0.1, 0.0, 0.0], [-0.1, 0.0, 0.0], [0.0, 0.0, 0.0], [0.0, 0.0, -0.1], [0.0, 0.1, 0.1], [0.0, 0.0, 0.0], [0.0, 0.0, 0.0], [0.0, 0.0, 0.0], [0.0, -0.1, 0.2], [0.0, 0.0, 0.0], [0.0, 0.0, 0.0], [0.0, 0.0, 0.0], [0.0, 0.1, 0.0], [0.0, 0.0, 0.0], [0.0, 0.0, 0.0], [0.0, 0.0, 0.0], [0.0, 0.0, 0.0], [0.0, 0.0, 0.0], [0.0, 0.0, 0.0], [0.0, 0.0, 0.0], [0.0, 0.0, 0.0], [0.0, 0.0, 0.0], [0.0, 0.0, 0.0], [0.0, 0.0, 0.0], [0.0, 0.0, 0.0], [0.0, -0.1, 0.0], [0.0, 0.0, 0.0], [0.0, 0.0, 0.0], [0.0, 0.0, 0.0], [0.0, -0.2, 0.1], [0.4, 0.4, 0.0], [-0.2, -0.2, 0.0], [-0.1, -0.2, 0.0], [0.1, 0.3, -0.1], [-0.2, -0.2, 0.0], [0.0, 0.1, -0.1], [-0.1, 0.1, -0.1], [0.0, 0.0, -0.1], [0.0, -0.3, 0.0], [0.0, 0.1, 0.0], [0.1, 0.1, 0.0], [0.0, -0.1, -0.1], [0.0, -0.1, 0.1], [0.2, 0.0, 0.1], [0.0, 0.0, 0.0], [0.0, -0.2, 0.1], [0.0, 0.1, 0.0], [0.0, 0.0, 0.0], [0.1, 0.0, 0.0], [0.0, 0.0, 0.0], [0.0, 0.0, 0.0], [0.0, 0.0, 0.0], [0.0, 0.0, 0.0], [0.1, -0.1, 0.2], [0.0, -0.1, -0.2], [0.0, 0.1, 0.0], [0.1, 0.0, 0.1], [0.0, -0.1, -0.1], [0.0, 0.1, 0.0], [0.0, 0.0, 0.0], [-0.1, 0.1, -0.1], [0.0, 0.1, 0.0]]
}

(6)
{
  "formula": "C6H13NO",
  "method": "ωB97M-V/def2-TZVPD",
  "relative_energy_kj_mol": 258.0,
  "e_lumo_ev": [-5.400, -9.468],
  "homo_energy_ha": [-0.5388, -0.5347],
  "charge": 1,
  "multiplicity": 2,
  "symbols": ["O", "C", "C", "C", "C", "C", "C", "N", "H", "H", "H", "H", "H", "H", "H", "H", "H", "H", "H", "H", "H"],
  "positions_angstrom": [[2.755, -1.756, 1.992], [1.979, -0.900, 2.117], [1.467, 0.001, 0.836], [0.505, -0.787, 0.027], [-1.001, -0.316, 0.083], [-1.433, 0.256, -1.275], [-2.633, 1.198, -1.169], [2.686, 0.450, 0.195], [1.498, -0.593, 3.069], [1.085, 0.866, 1.360], [0.813, -0.778, -1.022], [0.421, -1.852, 0.256], [-1.582, -1.215, 0.256], [-1.223, 0.325, 0.931], [-1.728, -0.552, -1.948], [-0.594, 0.774, -1.750], [-2.952, 1.447, -0.148], [-3.529, 0.777, -1.587], [-2.481, 2.158, -1.651], [3.430, -0.234, 0.191], [2.516, 0.730, -0.764]],
  "forces_ev_per_angstrom": [[0.2, -0.1, 0.0], [-0.3, 0.0, 0.4], [1.3, 0.6, -0.9], [-2.0, -0.2, -0.2], [0.5, -0.8, -0.4], [-0.2, 0.5, 0.1], [-0.5, 0.5, 0.6], [0.2, -0.2, 0.3], [0.0, -0.1, 0.0], [-0.7, 0.0, 0.4], [0.4, 0.0, 0.1], [0.6, -0.1, 0.2], [-0.2, -0.1, 0.2], [0.2, 0.4, 0.0], [0.4, -0.1, 0.1], [-0.1, 0.0, 0.1], [0.5, -0.2, 0.0], [-0.3, -0.3, -0.5], [0.2, 0.1, -0.2], [0.1, 0.0, -0.1], [-0.1, -0.1, -0.1]]
}

F_max values, unit eV Å⁻¹, following the record order: 2.23 15.00 0.50 10.75 0.57 2.06.
DFT total energy values, unit eV, following the record order: -56599.8406 -12849.7832 -7357.3534 -97553.2277 -120059.9245 -9959.6851.